Entry 1:
The following is a quantum chemistry calculation of a structure of composition C12H30AlN4O10 at a distorted geometry, from the OMol25 dataset.

Output
HOMO: -11.601 eV
DFT total energy: -1688.07707 hartree
orbital gap: 2.20 eV
LUMO: -9.4 eV
total charge: +1

```
57
Properties=species:S:1:pos:R:3:nbo_charge:R:1
Al -0.9536 0.1565 0.5070 0.97
N 0.3992 4.6799 -2.3242 0.70
O 1.2856 5.2045 -2.9103 -0.24
O 0.5575 3.9390 -1.3423 -0.33
O -0.7256 4.7669 -2.8408 -0.23
N -4.0359 1.4500 -4.2083 0.71
O -4.5867 2.4033 -4.4997 -0.19
O -3.9737 0.5744 -5.0534 -0.25
O -3.6296 1.2672 -3.0467 -0.31
C 3.6636 -0.9506 0.9602 -0.25
O 2.8745 -0.7571 -0.2284 -0.56
C 3.7853 -0.3500 -1.2761 -0.07
C 3.2389 -0.1093 -2.7371 -0.25
N 1.9784 -0.8808 -2.8774 -0.55
C 1.3513 -0.5189 -4.1870 -0.26
C 1.8979 -1.2626 -5.3393 -0.09
O 1.7078 -2.6455 -5.0670 -0.56
C 1.7730 -3.5400 -6.2548 -0.26
H 4.1517 -0.0209 1.2523 0.18
H 4.3392 -1.7886 0.7887 0.19
H 2.9635 -1.1138 1.7796 0.19
H 4.5886 -1.0839 -1.3405 0.17
H 4.1717 0.6419 -1.0418 0.17
H 3.8989 -0.5607 -3.4778 0.19
H 3.1727 0.9731 -2.8472 0.20
H 2.3593 -1.7813 -3.1306 0.37
H 1.1422 0.5323 -4.3855 0.21
H 0.3575 -0.9524 -4.0748 0.21
H 2.9474 -0.9774 -5.2672 0.16
H 1.5644 -0.8901 -6.3079 0.20
H 2.8245 -3.6182 -6.5311 0.18
H 1.1674 -3.3060 -7.1304 0.19
H 1.3939 -4.5316 -6.0074 0.20
C -4.9817 -1.0769 1.8046 -0.28
O -3.6689 -1.1496 2.5770 -0.55
C -4.0560 -1.1040 3.8448 -0.06
C -2.8847 -1.1869 4.8017 -0.25
N -2.1576 0.0857 4.5853 -0.63
C -1.0176 0.1489 5.4517 -0.23
C -0.2219 1.5112 5.2706 -0.08
O 0.3249 1.6607 3.9271 -0.56
C 1.3955 2.6563 4.0694 -0.26
H -5.7001 -0.3953 2.2599 0.19
H -5.5318 -2.0127 1.9034 0.19
H -4.9048 -0.9413 0.7258 0.20
H -4.6738 -1.9196 4.2207 0.17
H -4.5401 -0.1291 3.9026 0.15
H -2.3986 -2.1446 4.6156 0.21
H -3.1137 -1.3144 5.8597 0.18
H -2.6846 0.8814 4.9158 0.35
H -0.2921 -0.6106 5.1602 0.18
H -1.3308 -0.1449 6.4536 0.18
H 0.5976 1.3332 5.9669 0.18
H -0.8287 2.2758 5.7557 0.18
H 1.7307 3.0895 3.1270 0.19
H 2.1490 2.0308 4.5479 0.18
H 1.1390 3.5073 4.7004 0.19
```

Entry 2:
The following is a quantum chemistry calculation of the molecule C18H18N4O3S at a distorted geometry, from the OMol25 dataset.

Output
SMILES: C=CCn1c(COc2cccc3ccc(C)nc23)nnc1SCC(=O)O
HOMO: -8.699 eV
DFT total energy: -1539.65034 hartree
orbital gap: 8.66 eV
LUMO: 0.0 eV

```
44
Properties=species:S:1:pos:R:3:nbo_charge:R:1
C -1.2568 -2.6236 0.1243 -0.40
C -0.8810 -1.9564 -0.9495 -0.18
C -1.0913 -0.4882 -1.1898 -0.26
N -1.8408 0.1501 -0.1448 -0.36
C -3.1899 0.1498 0.0181 0.20
N -3.5129 0.7660 1.1314 -0.39
N -2.3753 1.1812 1.7132 -0.25
C -1.3787 0.8139 0.9621 0.31
C 0.0585 1.0635 1.2273 -0.13
H 0.6025 0.1143 1.3015 0.25
H 0.1443 1.6239 2.1659 0.21
O 0.5749 1.8431 0.1517 -0.52
C 1.9189 1.8539 -0.0927 0.37
C 2.4422 3.0588 -0.5109 -0.27
C 3.7882 3.1917 -0.8596 -0.20
C 4.6312 2.1174 -0.7849 -0.20
C 4.1363 0.8653 -0.3802 -0.09
C 4.9510 -0.2870 -0.3148 -0.13
C 4.4078 -1.4852 0.0456 -0.26
C 3.0295 -1.5477 0.3480 0.25
N 2.2565 -0.4950 0.3064 -0.47
C 2.7637 0.7093 -0.0381 0.08
C 2.4036 -2.8479 0.7389 -0.65
H 2.5450 -3.5845 -0.0504 0.22
H 2.8744 -3.2308 1.6432 0.22
H 1.3404 -2.7127 0.9154 0.24
H 5.0058 -2.3820 0.1033 0.22
H 6.0009 -0.1988 -0.5578 0.22
H 5.6759 2.2073 -1.0432 0.21
H 4.1553 4.1556 -1.1777 0.22
H 1.7777 3.9069 -0.5655 0.23
S -4.2993 -0.5794 -1.0980 0.30
C -5.8299 -0.4390 -0.1149 -0.63
H -6.5236 -1.1443 -0.5710 0.26
H -5.5892 -0.7344 0.9065 0.25
C -6.4451 0.9658 -0.1630 0.78
O -7.4050 1.1966 -0.8435 -0.58
O -5.8725 1.8738 0.6008 -0.69
H -5.0315 1.5576 1.0384 0.51
H -1.6300 -0.3509 -2.1345 0.23
H -0.1213 0.0108 -1.2709 0.25
H -0.3695 -2.4541 -1.7610 0.21
H -1.0764 -3.6796 0.2225 0.21
H -1.7645 -2.1552 0.9521 0.20
```

Entry 3:
The following is a quantum chemistry calculation of a structure of composition C37H89Br3N4O20P4 at a distorted geometry, from the OMol25 dataset.

Output
HOMO: -9.281 eV
DFT total energy: -12274.75508 hartree
orbital gap: 8.73 eV
LUMO: -0.6 eV

```
157
Properties=species:S:1:pos:R:3:mulliken_charge:R:1
C -5.2130 0.9291 4.8486 0.13
O -5.1455 0.3432 5.9138 -0.60
N -4.7210 0.3567 3.7281 0.21
C -4.6381 1.1972 2.5544 0.06
C -4.1667 -0.9883 3.6506 -0.87
H -5.7562 1.8737 4.6908 0.38
H -5.2786 0.8676 1.7364 0.43
H -3.6259 1.2829 2.1591 -0.19
H -4.8689 2.2273 2.8259 -0.51
H -4.0329 -1.5516 4.5741 0.32
H -4.8431 -1.5804 3.0341 0.38
H -3.2925 -1.1399 3.0174 0.11
C -0.3608 0.4649 3.6561 0.65
O 0.4870 -0.4385 3.5515 -0.71
N -0.2084 1.4943 4.4578 0.23
C -1.3050 2.4634 4.4933 -0.72
C 0.8709 1.7700 5.4214 -1.07
H -1.3055 0.4624 3.0906 0.07
H -2.0885 2.3016 3.7530 -0.19
H -0.8561 3.4282 4.2573 0.43
H -1.7502 2.5623 5.4833 0.35
H 0.4654 2.0812 6.3842 0.35
H 1.4433 0.8509 5.5464 0.33
H 1.5618 2.5343 5.0656 0.34
C -2.7083 6.7384 -2.1149 0.09
O -3.0475 7.9072 -2.2647 -0.70
N -1.4423 6.4810 -1.8526 0.38
C -0.9663 5.1083 -1.6474 -0.81
C -0.3932 7.4414 -1.9671 -1.20
H -3.3856 5.8706 -2.1372 0.48
H -0.2952 4.8082 -2.4522 0.31
H -1.7551 4.4058 -1.3780 -0.09
H -0.3017 5.1751 -0.7861 0.46
H 0.2822 7.5181 -1.1150 0.30
H 0.1588 7.2392 -2.8850 0.37
H -0.7566 8.4597 -2.1049 0.39
C -3.9837 5.0155 3.1510 -0.09
O -2.9474 5.2661 3.7171 -0.55
N -4.2797 5.5077 1.9012 0.29
C -5.6749 5.5079 1.3833 -0.92
C -3.2907 6.0443 0.9841 -1.23
H -4.7351 4.3956 3.6640 0.38
H -5.9990 4.4797 1.5444 0.35
H -5.5942 5.5793 0.2986 0.28
H -6.3063 6.2683 1.8427 0.28
H -2.2312 5.8910 1.1891 0.37
H -3.4845 5.4362 0.1004 0.36
H -3.3668 7.0531 0.5784 0.45
C -1.2052 1.6493 -0.1610 0.21
Br -1.9678 3.0313 0.9169 0.08
Br -1.8637 -0.1253 0.4897 0.06
Br 0.7844 1.7208 -0.0774 0.07
H -1.5918 1.8212 -1.1655 -0.18
C 3.1909 -8.1791 1.3315 -1.45
C 2.5392 -6.9304 0.8319 0.40
O 1.2209 -6.9321 1.3269 -0.23
P 0.6551 -5.8355 2.4012 1.06
O -0.7994 -5.7154 2.3984 -0.76
O 1.3588 -6.3260 3.7880 -0.33
C 0.8103 -7.4173 4.3944 -0.13
C 1.6286 -7.9674 5.5874 -1.31
O 1.4770 -4.5428 1.8959 -0.23
C 0.9651 -3.2280 2.0009 -0.60
C 1.0534 -2.4476 0.6908 0.02
H 3.5138 -8.0329 2.3623 0.29
H 2.6991 -9.1283 1.1188 0.32
H 4.1208 -8.2695 0.7702 0.46
H 3.1177 -6.0772 1.1861 0.21
H 2.4178 -6.9852 -0.2500 0.09
H -0.1856 -7.1724 4.7638 0.33
H 0.6776 -8.2239 3.6733 0.29
H 1.1472 -8.7349 6.1936 0.36
H 2.5885 -8.2522 5.1567 0.28
H 1.9170 -7.2718 6.3755 0.33
H -0.0481 -3.1870 2.4008 0.43
H 1.6134 -2.6837 2.6876 0.16
H 0.7833 -1.3975 0.8030 0.03
H 2.0639 -2.5518 0.2956 0.39
H 0.4567 -2.9090 -0.0960 -0.33
C -0.1746 -6.8474 -4.9456 -0.96
C 1.0734 -6.2250 -4.4647 -0.28
O 0.8828 -4.8034 -4.3548 -0.41
P 0.8456 -4.0365 -2.9151 0.57
O 2.1228 -4.2159 -2.1379 -0.66
O -0.4791 -4.7014 -2.2247 -0.14
C -0.3760 -5.8409 -1.4021 1.10
C -1.7973 -6.3422 -1.1626 -1.69
O 0.2586 -2.5501 -3.3004 -0.39
C -0.6270 -1.8856 -2.3653 0.34
C -1.4872 -0.8570 -3.0834 -0.31
H 0.1035 -7.8942 -5.0675 0.34
H -1.0184 -6.8280 -4.2558 0.20
H -0.4504 -6.3557 -5.8785 0.31
H 1.5970 -6.7104 -3.6411 0.25
H 1.8116 -6.3319 -5.2595 0.42
H 0.3772 -6.5122 -1.8147 0.16
H -0.1258 -5.5668 -0.3772 -0.61
H -1.8394 -7.3115 -0.6657 0.41
H -2.4714 -5.7395 -0.5540 0.33
H -2.3867 -6.4730 -2.0700 0.40
H -1.2228 -2.5493 -1.7388 0.42
H 0.0029 -1.3755 -1.6365 -0.05
H -1.5333 0.0922 -2.5497 -0.44
H -1.0582 -0.7242 -4.0766 0.31
H -2.4822 -1.2169 -3.3451 0.31
C -3.6573 0.2991 -6.9542 -0.97
C -4.2875 0.9575 -5.7102 -0.07
O -4.0548 2.3242 -5.5712 -0.42
P -2.7258 3.0391 -4.9225 0.25
O -2.3403 2.7736 -3.4922 -0.16
O -2.8874 4.6205 -5.2315 -0.10
C -3.4895 5.0292 -6.4633 -0.19
C -3.4215 6.5468 -6.5459 -1.33
O -1.6314 2.5440 -6.0592 -0.18
C -0.2460 2.7413 -5.9615 -0.32
C 0.5511 1.9563 -4.9123 -0.65
H -3.8110 -0.7788 -6.9012 0.38
H -4.0511 0.6712 -7.9000 0.33
H -2.5888 0.5102 -6.9969 0.15
H -5.3767 0.9321 -5.7444 0.30
H -3.9009 0.4743 -4.8129 0.10
H -3.0414 4.5389 -7.3275 0.36
H -4.5502 4.7817 -6.5055 0.27
H -2.3615 6.8006 -6.5559 0.31
H -3.9248 6.8533 -7.4629 0.41
H -3.9331 7.0571 -5.7299 0.31
H 0.1156 2.2651 -6.8729 0.34
H 0.0855 3.7796 -5.9615 0.27
H 1.6297 2.0224 -5.0556 0.45
H 0.3002 2.3494 -3.9272 0.01
H 0.2711 0.9071 -4.8181 0.06
C 5.9755 3.9198 4.6945 -1.42
C 6.1193 2.3707 4.6690 0.18
O 6.7537 2.0069 3.4588 -0.33
P 6.9692 0.4204 3.1525 0.84
O 7.1544 -0.2756 4.4172 -0.68
O 5.6677 0.0532 2.2732 -0.26
C 4.3756 0.2035 2.7653 -0.41
C 3.6188 1.3231 2.0020 -0.18
O 8.0815 0.3069 1.9837 -0.27
C 8.4673 -0.9656 1.5078 -0.03
C 8.7712 -0.8353 0.0745 -1.28
H 5.2507 4.3277 5.3990 0.42
H 6.8747 4.3677 5.1176 0.36
H 5.6321 4.3348 3.7469 0.34
H 6.7804 2.0666 5.4805 0.35
H 5.0934 2.0056 4.7153 0.03
H 3.8159 -0.7114 2.5710 0.25
H 4.2629 0.3438 3.8403 0.30
H 2.5437 1.2446 2.1635 -0.24
H 3.9110 2.2724 2.4508 0.08
H 3.8304 1.3836 0.9344 0.38
H 9.3434 -1.3932 1.9953 0.30
H 7.7011 -1.7408 1.5182 0.25
H 9.0925 -1.7663 -0.3925 0.38
H 8.0004 -0.2889 -0.4690 0.31
H 9.6896 -0.2561 -0.0205 0.30
```

Entry 4:
The following is a quantum chemistry calculation of the molecule C4H12N4 at a distorted geometry, from the OMol25 dataset.

Output
SMILES: [H]/N=C(/[C@H](C)N)N(C)N
HOMO: -8.257 eV
DFT total energy: -378.54859 hartree
orbital gap: 9.04 eV
LUMO: 0.8 eV

```
20
Properties=species:S:1:pos:R:3:nbo_charge:R:1
C -0.7652 -0.7799 0.5389 -0.14
C 1.3835 0.8296 -1.4085 -0.41
C 0.3348 -1.7439 0.1528 -0.61
N 0.6394 1.1926 -0.2145 -0.39
C -0.7598 0.6306 0.0407 0.45
N 1.4154 1.5873 0.8975 -0.64
N -2.1278 -1.3894 0.0077 -0.85
N -1.7300 1.4650 0.1047 -0.62
H -0.8673 -0.7392 1.6280 0.21
H 1.8076 0.7707 1.3741 0.32
H 0.8238 2.0644 1.5806 0.36
H -2.7735 -0.6497 -0.2897 0.37
H -2.6235 -1.8480 0.7713 0.35
H -1.3607 2.3811 -0.1776 0.36
H 2.0485 -0.0256 -1.2420 0.17
H 2.0105 1.6705 -1.7279 0.21
H 0.7006 0.6052 -2.2335 0.21
H 0.1140 -2.7440 0.5387 0.23
H 1.2919 -1.4459 0.5909 0.20
H 0.4378 -1.8313 -0.9323 0.22
```

Entry 5:
The following is a quantum chemistry calculation of a structure of composition C3H2N2 at a distorted geometry, from the OMol25 dataset.

Output
HOMO: -10.977 eV
DFT total energy: -224.76807 hartree
orbital gap: 9.77 eV
LUMO: -1.2 eV

```
7
Properties=species:S:1:pos:R:3:nbo_charge:R:1
C -0.6300 2.0419 -1.1624 0.26
C 0.4690 1.4234 -0.9439 -0.34
C 0.3696 0.1023 -0.1024 -0.20
N 1.8389 1.2144 -0.8233 -0.08
N 1.7806 0.1130 -0.1731 -0.11
H -0.1556 0.3836 0.9308 0.24
H -0.1912 -0.5868 -0.5669 0.22
```